Arrangement P

Entry from OMol25: one molecule with the formula C4H6N2O3 (ωB97M-V/def2-TZVPD).

Each line ends with the Mulliken charge.
Cartesian coordinates (Å):
1 C -1.28 0.88 0.53  -0.420
2 C 0.98 -0.93 -1.69  -0.710
3 C -0.95 0.07 -0.67  0.596
4 C -0.44 0.33 1.69  0.461
5 O 0.43 0.16 -0.90  -0.251
6 N 1.20 1.18 0.75  -0.495
7 N 0.98 0.12 1.47  0.209
8 O -1.66 -0.60 -1.36  -0.543
9 O -0.95 -0.09 2.70  -0.532
10 H 1.75 -0.28 2.02  0.223
11 H -0.99 1.91 0.31  0.308
12 H -2.35 0.87 0.74  0.287
13 H 0.41 -1.84 -1.53  0.337
14 H 1.99 -1.11 -1.31  0.275
15 H 0.89 -0.69 -2.75  0.254

For the lowest unoccupied orbital energy (spin up / spin down), the calculation gives 0.205 / 0.207 eV. The net charge is 0. The value obtained for the HOMO-LUMO gap (spin up / spin down) is 8.7850 / 8.7868 eV. The value obtained for the highest occupied orbital energy (spin up / spin down) is -8.580 / -8.580 eV.

Arrangement Q

Entry from OMol25: one molecule with the formula C4H6N2O3 (ωB97M-V/def2-TZVPD).

Each line ends with the Mulliken charge.
Cartesian coordinates (Å):
1 C 1.43 -1.13 -0.44  -0.706
2 C 0.17 -0.33 -0.22  0.369
3 C -1.13 -0.61 -0.02  0.212
4 C 0.28 1.13 -0.08  0.483
5 H 2.30 -1.13 1.43  0.238
6 H 2.78 0.12 0.46  0.275
7 H 1.26 -2.22 -0.31  0.370
8 H 1.76 -0.97 -1.44  0.289
9 H -2.62 -1.75 -0.29  0.376
10 H -2.46 0.60 0.91  0.248
11 N 2.54 -0.85 0.48  -0.600
12 N -1.92 0.53 0.06  -0.236
13 O -1.70 -1.82 0.05  -0.486
14 O -1.01 1.63 0.15  -0.242
15 O 1.23 1.85 -0.20  -0.589

For the lowest unoccupied orbital energy, the calculation gives 0.184 eV. The net charge is 0. The value obtained for the HOMO-LUMO gap is 9.4028 eV. As for the structure (SMILES): NCc1c(O)[nH]oc1=O. The value obtained for the highest occupied orbital energy is -9.219 eV.

Most stable = arrangement Q

Arrangement P

Entry from OMol25: a 2-piece molecular cluster, C6H5NO2 overall (ωB97M-V/def2-TZVPD).

Each line ends with the Mulliken charge.
Cartesian coordinates (Å):
1 C 1.64 -0.02 0.51  0.266
2 C 1.01 -1.20 0.52  -0.372
3 C -0.34 -1.42 0.19  -0.221
4 C -1.03 -0.26 -0.16  0.359
5 C -0.28 0.93 -0.38  0.109
6 C 0.99 1.04 -0.25  -0.810
7 H 2.48 1.57 1.86  0.399
8 H 1.72 -2.01 0.84  0.272
9 H -0.84 -2.48 0.10  0.307
10 H -1.05 1.77 -0.64  0.270
11 H 1.64 1.83 -0.43  0.586
12 N -2.37 -0.40 -0.60  -0.197
13 O 2.90 0.32 1.04  -0.626
14 O -2.82 0.65 -1.06  -0.342

For the lowest unoccupied orbital energy, the calculation gives -1.772 eV. The net charge is 0. The value obtained for the HOMO-LUMO gap is 7.3941 eV. The value obtained for the highest occupied orbital energy is -9.166 eV.

Arrangement Q

Entry from OMol25: one molecule with the formula C6H5NO2 (ωB97M-V/def2-TZVPD).

Each line ends with the Mulliken charge.
Cartesian coordinates (Å):
1 C 0.71 1.64 -0.14  -0.584
2 C -0.23 0.72 0.57  0.127
3 C 1.23 1.27 -1.30  0.255
4 C 1.56 0.74 -2.56  0.646
5 C -1.23 -2.09 1.87  -0.671
6 C -1.07 -1.39 0.82  0.042
7 N -0.09 -0.54 0.35  -0.445
8 O 2.08 1.94 -2.24  -0.401
9 O 1.53 0.04 -3.49  -0.430
10 H 0.84 2.68 0.30  0.317
11 H -0.96 1.20 1.17  0.400
12 H -2.09 -2.62 1.92  0.307
13 H -0.58 -2.01 2.82  0.210
14 H -1.72 -1.58 -0.09  0.227

For the lowest unoccupied orbital energy, the calculation gives -0.281 eV. The net charge is 0. The value obtained for the HOMO-LUMO gap is 9.2430 eV. As for the structure (SMILES): C=C/N=C/C=C1/OC1=O. The value obtained for the highest occupied orbital energy is -9.524 eV.

Most stable = arrangement Q

Arrangement P

Entry from OMol25: C3H8Cl2NP as an isolated structure (ωB97M-V/def2-TZVPD).

Each line ends with the Mulliken charge.
Cartesian coordinates (Å):
1 C -1.64 0.57 -0.49  -1.525
2 C -0.09 0.77 -0.47  -0.332
3 C 0.62 -0.14 0.57  -0.078
4 N 2.03 -0.21 0.58  -0.155
5 P 0.22 -1.93 0.66  0.030
6 Cl 2.85 1.33 0.60  -0.069
7 Cl 2.54 -1.17 -0.93  -0.088
8 H -1.83 -0.38 -0.82  0.493
9 H -2.03 0.96 0.38  0.352
10 H -2.04 1.10 -1.27  0.448
11 H 0.21 0.61 -1.56  0.270
12 H 0.11 1.86 -0.18  0.342
13 H 0.32 0.42 1.77  0.289
14 H -0.83 -1.86 1.63  0.053
15 H -0.45 -1.92 -0.47  -0.030

For the lowest unoccupied orbital energy, the calculation gives -0.301 eV. The net charge is 0. The value obtained for the HOMO-LUMO gap is 9.1457 eV. The value obtained for the highest occupied orbital energy is -9.447 eV.

Arrangement Q

Entry from OMol25: a 2-piece molecular cluster, C3H8Cl2NP overall (ωB97M-V/def2-TZVPD).

Each line ends with the Mulliken charge.
Cartesian coordinates (Å):
1 C 1.23 -1.03 -1.47  -0.946
2 C 2.04 -0.17 0.67  -0.870
3 C -2.68 0.69 -0.69  -0.525
4 N 1.02 -0.06 -0.36  0.031
5 P 0.51 1.44 -1.09  0.035
6 Cl -3.23 1.02 0.88  -0.114
7 Cl 0.48 2.68 0.47  -0.214
8 H 0.58 -0.97 -2.28  0.381
9 H 2.32 -0.76 -1.75  0.305
10 H 1.11 -1.93 -0.87  0.305
11 H 2.91 0.19 0.33  0.455
12 H 1.70 0.41 1.55  0.272
13 H 2.22 -1.26 0.85  0.279
14 H -2.73 1.50 -1.48  0.343
15 H -2.78 -0.43 -0.94  0.263

For the lowest unoccupied orbital energy (spin up / spin down), the calculation gives 0.183 / -0.283 eV. The net charge is 0. The value obtained for the HOMO-LUMO gap (spin up / spin down) is 7.2563 / 7.8223 eV. The value obtained for the highest occupied orbital energy (spin up / spin down) is -7.073 / -8.105 eV.

Most stable = arrangement Q

Arrangement P

Entry from OMol25: a 2-piece molecular cluster, CH6NO overall (ωB97M-V/def2-TZVPD).

Each line ends with the Mulliken charge.
Cartesian coordinates (Å):
1 N 1.30 0.87 0.51  -0.461
2 H 2.14 0.35 0.26  0.361
3 H 1.61 1.82 0.78  0.379
4 H 0.69 0.31 1.12  0.367
5 H 0.76 1.01 -0.31  0.381
6 O -0.93 -0.16 -0.30  -0.459
7 C -1.66 -1.10 -0.57  -0.054
8 H -1.13 -2.12 -0.77  0.221
9 H -2.78 -0.98 -0.72  0.265

For the lowest unoccupied orbital energy, the calculation gives -3.940 eV. The net charge is +1. The value obtained for the HOMO-LUMO gap is 10.8627 eV. The value obtained for the highest occupied orbital energy is -14.802 eV.

Arrangement Q

Entry from OMol25: a 2-piece molecular cluster, CH6NO overall (ωB97M-V/def2-TZVPD).

Each line ends with the Mulliken charge.
Cartesian coordinates (Å):
1 C -1.46 -0.21 -0.43  -0.126
2 N -0.54 0.65 -0.50  -0.147
3 H -1.30 -1.02 0.27  0.255
4 H -2.26 -0.15 -1.10  0.312
5 H -0.97 1.57 -0.35  0.330
6 H 0.44 0.51 -0.10  0.375
7 H 2.61 0.00 0.57  0.348
8 H 1.79 -1.19 0.89  0.362
9 O 1.68 -0.16 0.75  -0.708

For the lowest unoccupied orbital energy, the calculation gives -6.075 eV. The net charge is +1. The value obtained for the HOMO-LUMO gap is 10.9130 eV. The value obtained for the highest occupied orbital energy is -16.988 eV.

Most stable = arrangement P

Arrangement P

Entry from OMol25: a 11-piece molecular cluster, C5H31NO11 overall (ωB97M-V/def2-TZVPD).

Each line ends with the Mulliken charge.
Cartesian coordinates (Å):
1 C 1.61 1.18 2.16  -1.279
2 C 1.06 1.00 0.74  -0.010
3 N 1.83 -0.01 -0.08  0.157
4 C 3.27 0.20 0.05  -1.078
5 C 1.34 0.15 -1.52  -0.497
6 C 0.10 -0.73 -1.61  0.008
7 O -0.58 -0.65 -2.61  -0.484
8 H 1.20 2.11 2.55  0.363
9 H 1.42 0.24 2.70  0.277
10 H 2.70 1.21 2.25  0.386
11 H 0.13 0.46 0.96  0.209
12 H 1.01 1.99 0.29  0.022
13 H 3.57 -0.22 1.01  0.312
14 H 3.88 -0.36 -0.68  0.299
15 H 3.70 1.19 -0.12  0.379
16 H 2.10 -0.31 -2.18  0.350
17 H 1.35 1.23 -1.69  0.326
18 H 0.03 -1.47 -0.82  0.286
19 H 0.38 -3.50 1.73  0.390
20 H -0.24 -3.38 3.07  0.324
21 O -0.46 -3.73 2.20  -0.765
22 H -2.24 2.03 3.63  0.306
23 H -1.37 3.01 3.19  0.317
24 O -1.53 2.56 4.03  -0.626
25 H -1.26 3.92 -1.05  0.290
26 H 0.13 3.58 -0.94  0.402
27 O -0.65 3.65 -0.36  -0.605
28 H 1.79 -3.39 0.28  0.321
29 H 1.62 -1.83 0.68  0.483
30 O 1.68 -2.77 1.01  -0.840
31 H 2.92 -2.13 2.58  0.293
32 H 4.01 -2.40 3.58  0.293
33 O 3.61 -1.68 3.07  -0.611
34 H -3.40 0.47 -2.39  0.281
35 H -3.94 -0.84 -1.84  0.417
36 O -4.09 -0.16 -2.53  -0.639
37 H -4.99 -1.86 -0.04  0.296
38 H -3.55 -2.31 0.12  0.377
39 O -4.20 -2.10 -0.56  -0.701
40 H -3.00 -1.98 2.80  0.252
41 H -2.03 -2.96 1.99  0.457
42 O -2.84 -2.41 1.95  -0.671
43 H 0.86 3.14 -3.28  0.350
44 H 1.35 4.62 -2.93  0.278
45 O 0.79 3.90 -2.66  -0.631
46 H 0.48 1.04 -4.89  0.322
47 H -0.46 1.31 -3.80  0.290
48 O 0.23 1.78 -4.32  -0.678

For the lowest unoccupied orbital energy, the calculation gives 0.038 eV. The net charge is 0. The value obtained for the HOMO-LUMO gap is 10.0642 eV. As for the structure (SMILES): CCN(C)CC=O.O.O.O.O.O.O.O.O.O.O. The value obtained for the highest occupied orbital energy is -10.026 eV.

Arrangement Q

Entry from OMol25: a 11-piece molecular cluster, C5H31NO11 overall (ωB97M-V/def2-TZVPD).

Each line ends with the Mulliken charge.
Cartesian coordinates (Å):
1 C 0.77 1.83 0.83  -0.842
2 C 2.04 0.93 0.90  -0.480
3 N 2.37 -0.16 -0.10  0.108
4 C 3.76 -0.47 -0.26  -0.954
5 C 1.62 0.07 -1.34  -0.857
6 C 0.16 -0.49 -1.38  -0.002
7 O -0.21 -0.63 -2.54  -0.518
8 H 0.67 2.05 -0.30  0.024
9 H -0.06 1.47 1.39  0.242
10 H 1.02 2.80 1.25  0.576
11 H 2.92 1.59 0.91  0.429
12 H 1.94 0.45 1.86  0.063
13 H 4.30 -0.92 0.59  0.333
14 H 3.80 -1.23 -1.14  0.271
15 H 4.47 0.37 -0.39  0.320
16 H 2.14 -0.63 -1.98  0.408
17 H 1.67 1.05 -1.77  0.462
18 H -0.62 -0.70 -0.58  0.411
19 H -0.68 -2.27 2.59  0.378
20 H -1.26 -2.08 4.01  0.320
21 O -1.42 -1.90 3.04  -0.655
22 H -2.10 0.99 4.21  0.294
23 H -3.45 1.58 3.78  0.300
24 O -2.67 1.68 4.23  -0.602
25 H 0.31 4.36 0.01  0.318
26 H -0.85 5.21 0.60  0.321
27 O 0.08 5.18 0.41  -0.634
28 H 0.60 -2.84 0.39  0.295
29 H 1.43 -1.58 0.78  0.496
30 O 1.00 -2.44 1.13  -0.787
31 H 2.10 -1.75 3.65  0.295
32 H 1.81 -2.94 2.68  0.335
33 O 1.99 -2.70 3.58  -0.632
34 H -3.46 -0.64 -2.45  0.300
35 H -4.59 -1.55 -2.74  0.354
36 O -4.07 -0.88 -3.23  -0.638
37 H -4.33 -3.11 -0.63  0.288
38 H -3.12 -3.30 -1.50  0.329
39 O -4.09 -3.10 -1.52  -0.608
40 H -2.56 -3.40 1.26  0.343
41 H -1.48 -3.14 0.31  0.297
42 O -2.23 -3.77 0.38  -0.697
43 H 0.61 3.89 -3.16  0.301
44 H -0.51 4.39 -2.12  0.286
45 O 0.17 3.74 -2.31  -0.590
46 H 0.01 1.47 -5.21  0.286
47 H 0.02 1.51 -3.63  0.383
48 O 0.01 2.01 -4.46  -0.670

For the lowest unoccupied orbital energy, the calculation gives -0.166 eV. The net charge is 0. The value obtained for the HOMO-LUMO gap is 9.7387 eV. As for the structure (SMILES): CCN(C)CC=O.O.O.O.O.O.O.O.O.O.O. The value obtained for the highest occupied orbital energy is -9.904 eV.

Most stable = arrangement P